An isolated molecule of C8H8ClF3N4O2 in a non-equilibrium geometry, computed with ωB97M-V/def2-TZVPD.

Calculated values
Energy above the lowest of the compared OMol25 structures with the same formula, charge and spin (eV): 0.212
Structure (SMILES): COC(=O)c1nc(Cl)c(NCC(F)(F)F)nc1N
Highest occupied orbital energy (eV): -8.27
Total charge: 0

The geometry in XYZ format:
```
26
Properties=species:S:1:pos:R:3:forces:R:3
C 2.457664 -2.762501 3.456355 1.2823 -1.3908 0.4261
O 1.903119 -1.937742 2.380362 0.6123 0.9317 3.4382
C 1.464138 -2.452300 1.282516 -0.6292 -4.8480 -3.2623
O 1.556766 -3.639403 0.914319 0.3851 2.1459 1.8561
C 0.755202 -1.565727 0.384331 -2.5262 2.2278 -1.3891
N -0.161362 -2.123570 -0.491483 0.4454 2.1221 0.0050
C -0.915296 -1.297734 -1.240584 2.8954 -0.7118 1.6063
Cl -1.789872 -2.104750 -2.474132 -0.6306 0.5168 -0.2579
C -0.694806 0.129374 -1.145350 -1.5811 2.4966 -1.0663
N -1.395212 1.060832 -1.901479 0.0120 -0.8605 -1.1942
C -1.517141 2.480663 -1.598037 -2.0698 0.2101 0.1636
C -2.360203 3.347101 -2.633861 0.5142 -0.0733 0.8038
F -2.797809 4.546571 -2.126903 0.6413 -1.3009 0.0838
F -3.460429 2.705315 -3.047016 0.4160 0.0394 -0.4677
F -1.548574 3.694720 -3.671756 -0.9032 -0.6574 0.3013
N 0.096476 0.751689 -0.274857 -0.8755 -2.9998 -1.1040
C 0.748042 -0.136788 0.484140 0.9091 1.7783 1.9414
N 1.390293 0.583592 1.457565 1.6665 -4.4677 0.7101
H 3.480240 -3.066840 3.091726 -0.9598 0.3480 0.6628
H 2.535706 -2.272403 4.502386 -0.3366 0.0640 -2.3114
H 1.910772 -3.722873 3.650446 0.0608 1.0321 -0.7355
H -2.019056 0.697225 -2.594593 -0.2523 -0.1104 -0.2102
H -0.645947 3.072963 -1.578089 1.6142 -0.0008 0.3027
H -1.999249 2.514109 -0.613384 -0.0066 0.6299 -0.1455
H 1.810161 -0.018756 2.173199 -0.1812 1.1125 -0.2198
H 1.196378 1.517231 1.614176 -0.5026 1.7664 0.0628
```
Positions in Å, forces in eV/Å.


An isolated molecule of C8H19BrNO2P in a non-equilibrium geometry, computed with ωB97M-V/def2-TZVPD.

Calculated values
Highest occupied orbital energy (eV): -6.46
Total charge: 0

The geometry in XYZ format:
```
32
Properties=species:S:1:pos:R:3:forces:R:3
C -0.359154 2.663758 4.019670 0.4915 -0.2034 0.9126
O -1.297890 1.944341 3.217127 0.6271 0.9607 -0.6413
C -0.863082 1.771830 1.880501 -0.2195 -1.1181 -0.2092
C -0.158295 0.386117 1.669037 0.3713 1.0900 -1.0691
Br 1.755721 0.563324 2.260814 -1.0015 0.0800 2.4594
N -0.167701 0.131324 0.169484 1.1017 -1.3549 0.3441
C -0.986162 -1.060363 -0.133020 -1.9213 0.5403 -0.3577
C -1.635975 -1.019775 -1.576160 -0.2688 -0.8219 0.3315
C -0.908368 -1.926861 -2.619875 -0.5760 0.4416 0.2508
O -1.857315 -2.647592 -3.447225 0.4625 0.4668 0.5458
P 1.473661 0.055708 -0.397612 1.6011 0.6207 -0.8342
C 2.059494 -1.649606 -0.885883 -0.2555 0.0232 -0.5206
C 1.897480 1.354033 -1.677754 -0.8220 -0.3897 -0.5875
H 0.409881 3.215801 3.437232 -0.5708 -0.3992 0.0978
H -0.877267 3.406258 4.668285 0.0957 -0.6482 -0.4626
H 0.180722 1.918674 4.652360 -0.2798 0.7259 -0.2823
H -1.757863 1.781300 1.213048 0.5125 -0.1144 0.5337
H -0.172158 2.563728 1.515210 -0.4081 -0.3618 0.3523
H -0.612640 -0.448523 2.237321 0.3069 0.6097 -0.2334
H -0.498491 -2.041992 0.068171 -0.0394 0.6137 -0.2232
H -1.864823 -1.017556 0.562595 0.7208 -0.0589 -0.4192
H -1.789314 0.028412 -1.922003 0.3650 -0.7272 0.2850
H -2.661039 -1.453213 -1.455428 0.7617 0.2524 -0.1931
H -0.285261 -1.285474 -3.280119 0.0524 -0.6114 0.4560
H -0.339325 -2.696978 -2.058765 0.0648 0.6907 -0.3948
H -1.417198 -3.484844 -3.606956 -0.2585 -0.1526 -0.3001
H 3.176408 -1.612848 -0.908373 -0.8622 0.2418 0.0025
H 1.810638 -2.331629 -0.038665 0.0101 0.4163 -0.7428
H 1.706327 -2.033186 -1.866620 0.2095 -0.0734 0.7023
H 3.006111 1.315676 -1.802904 -0.8715 -0.1930 -0.0432
H 1.356092 1.252816 -2.645742 0.6069 0.2489 0.3847
H 1.676785 2.357338 -1.247749 -0.0068 -0.7948 -0.1443
```
Positions in Å, forces in eV/Å.


A cluster of 2 separate species, C4H9NO in total in a non-equilibrium geometry, computed with ωB97M-V/def2-TZVPD.

Calculated values
Energy above the lowest of the compared OMol25 structures with the same formula, charge and spin (eV): 3.257
Structure (SMILES): C=CO.C=NC
Highest occupied orbital energy (eV): -9.21
Total charge: 0

The geometry in XYZ format:
```
15
Properties=species:S:1:pos:R:3:forces:R:3
C 1.867701 0.252952 0.147024 -1.0398 -0.0609 0.2680
C 1.825949 -1.052572 -0.077818 1.1695 -0.5678 0.6165
O 2.898044 -1.910253 0.172169 -0.3730 1.1129 -0.6872
H 0.895356 0.708733 0.331374 0.3594 0.1189 -0.7651
H 2.731627 0.875986 0.315605 0.2914 -0.4365 0.3111
H 0.978510 -1.633383 -0.423718 -0.5147 0.4664 0.3230
H 2.791428 -2.591744 -0.485946 0.3471 -0.7211 -0.1192
C -1.183616 1.498396 0.805686 -0.4432 -0.5934 -0.1386
N -1.755915 0.372858 0.750590 -0.1327 0.4626 -0.1083
C -2.287581 -0.017264 -0.571630 1.7590 -0.0619 1.0162
H -0.685646 1.809507 1.716458 -0.0643 0.0953 0.1056
H -1.134844 2.135572 -0.076962 0.0807 0.3797 -0.0190
H -3.016691 -0.794637 -0.394383 -0.5870 0.2621 -0.4562
H -2.518664 0.847701 -1.201047 -0.5575 -0.2741 0.0479
H -1.405664 -0.501845 -1.007407 -0.2949 -0.1821 -0.3946
```
Positions in Å, forces in eV/Å.


Respective E values: -39155.6325, -93517.2025, -7829.0633 eV.